(1)
The following is a DFT calculation (ωB97M-V/def2-TZVPD) of a molecular structure, C51H52As2N8PSe2W.

```
! RIJCOSX wB97M-V def2-TZVPD def2/J DEFGRID3
* xyz 3 3
W 0.046 -0.429 1.151
N -3.348 -2.953 1.509
C -2.920 -1.743 1.184
N -1.606 -1.754 1.312
C -1.304 -3.016 1.742
N -2.336 -3.780 1.877
C 0.101 -3.318 2.021
C 0.580 -4.549 2.424
N 1.875 -4.744 2.653
C 2.680 -3.706 2.460
C 2.202 -2.472 2.051
N 0.904 -2.281 1.849
H -4.300 -3.290 1.526
H -3.538 -0.913 0.877
H -0.106 -5.381 2.554
H 3.740 -3.854 2.637
H 2.855 -1.630 1.895
Se -1.768 0.928 2.761
P -1.980 2.366 1.153
Se -0.776 1.412 -0.446
C -1.318 3.969 1.579
C -1.181 4.908 0.550
C -0.738 6.185 0.857
C -0.448 6.526 2.179
C -0.591 5.591 3.196
C -1.024 4.303 2.898
C -3.656 2.564 0.592
C -4.509 3.391 1.332
C -5.810 3.583 0.895
C -6.250 2.966 -0.273
C -5.401 2.144 -1.002
C -4.098 1.940 -0.573
H -1.425 4.653 -0.476
H -0.634 6.923 0.070
H -0.119 7.532 2.415
H -0.380 5.868 4.224
H -1.155 3.569 3.688
H -4.165 3.880 2.238
H -6.478 4.222 1.457
H -7.261 3.136 -0.620
H -5.753 1.669 -1.910
H -3.430 1.316 -1.152
C 0.121 -1.249 -4.115
C 0.221 -2.338 -3.086
As 0.671 -1.858 -1.186
C 1.143 -3.692 -0.766
C 0.104 -4.626 -0.753
C 0.386 -5.974 -0.596
C 1.707 -6.393 -0.458
C 2.740 -5.465 -0.481
C 2.461 -4.111 -0.635
C 2.349 -0.931 -1.342
C 3.240 -1.073 -2.396
C 4.360 -0.253 -2.470
C 4.599 0.706 -1.490
C 3.728 0.847 -0.415
C 2.618 0.025 -0.369
As -0.927 0.210 -3.360
C -2.599 -0.794 -3.262
C -3.017 -1.308 -2.035
C -4.150 -2.117 -1.950
C -4.871 -2.425 -3.095
C -4.452 -1.928 -4.325
C -3.323 -1.122 -4.409
C -1.235 1.367 -4.863
C -0.168 1.725 -5.681
C -0.358 2.637 -6.711
C -1.610 3.203 -6.914
C -2.670 2.863 -6.084
C -2.485 1.949 -5.053
H -0.398 -1.635 -4.991
H 1.097 -0.883 -4.422
H 1.024 -3.036 -3.280
H -0.703 -2.902 -3.010
H -0.926 -4.309 -0.877
H -0.418 -6.700 -0.595
H 1.930 -7.447 -0.345
H 3.768 -5.796 -0.390
H 3.274 -3.395 -0.663
H 3.080 -1.830 -3.152
H 5.051 -0.362 -3.298
H 5.474 1.342 -1.558
H 3.917 1.572 0.365
H 1.964 0.111 0.505
H -2.457 -1.064 -1.145
H -4.480 -2.507 -0.991
H -5.756 -3.048 -3.033
H -5.008 -2.172 -5.224
H -3.012 -0.738 -5.374
H 0.813 1.289 -5.531
H 0.470 2.906 -7.356
H -1.759 3.910 -7.723
H -3.647 3.306 -6.243
H -3.318 1.685 -4.415
C 3.702 3.490 2.586
C 2.453 3.542 1.738
N 1.830 2.215 1.778
C 1.814 1.455 2.900
N 1.163 0.280 2.851
C 1.001 -0.479 4.114
C 1.023 0.439 5.314
C 2.319 1.211 5.291
N 2.462 1.879 3.985
C 3.303 3.098 3.988
H 4.200 4.457 2.599
H 4.401 2.756 2.179
H 2.674 3.781 0.699
H 1.764 4.301 2.114
H 1.024 2.096 1.184
H 1.800 -1.213 4.219
H 0.064 -1.024 4.083
H 0.944 -0.148 6.229
H 0.180 1.132 5.277
H 3.180 0.566 5.480
H 2.320 1.994 6.047
H 4.175 2.879 4.600
H 2.750 3.904 4.474
*
```

**ΔE to the lowest compared entry with this formula, charge and spin**: 0.0 kJ/mol
**Highest occupied orbital energy (spin up / spin down)**: -14.321 / -14.338 eV
**Total energy**: -12094.75325 Eh
**HOMO-LUMO gap (spin up / spin down)**: 5.65 / 5.29 eV
**E_LUMO (spin up / spin down)**: -8.675 / -9.046 eV

(2)
The following is a DFT calculation (ωB97M-V/def2-TZVPD) of a molecular structure, C51H52BrN10O5PRbS5.

```
! RIJCOSX wB97M-V def2-TZVPD def2/J DEFGRID3
* xyz -1 1
Rb 0.847 1.528 0.327
C 0.271 2.957 -4.046
C 0.519 1.481 -4.352
S 0.336 0.486 -2.849
C 0.679 -1.145 -3.553
C -0.562 -1.852 -4.087
S -1.805 -2.166 -2.787
C -3.202 -1.146 -3.340
C -3.963 -0.555 -2.158
S -3.142 0.807 -1.285
C -3.484 2.191 -2.415
C -2.445 2.437 -3.513
S -1.013 3.296 -2.814
H 0.062 3.502 -4.967
H 1.145 3.399 -3.569
H 1.533 1.357 -4.739
H -0.181 1.117 -5.110
H 1.106 -1.721 -2.737
H 1.435 -1.039 -4.334
H -0.284 -2.824 -4.498
H -1.049 -1.281 -4.878
H -3.875 -1.765 -3.936
H -2.809 -0.357 -3.977
H -4.131 -1.320 -1.396
H -4.944 -0.197 -2.484
H -3.556 3.072 -1.770
H -4.470 2.024 -2.853
H -2.881 3.044 -4.311
H -2.092 1.495 -3.929
N 0.829 -1.613 -0.370
C 1.730 -2.688 -0.368
C 1.252 -3.982 -0.611
C 2.132 -5.050 -0.701
C 3.496 -4.843 -0.541
C 3.961 -3.554 -0.305
C 3.105 -2.458 -0.233
P 3.591 -0.648 0.023
C 4.993 -1.066 1.164
C 6.333 -1.155 0.786
C 7.325 -1.459 1.713
C 6.997 -1.681 3.043
C 5.666 -1.608 3.429
C 4.680 -1.306 2.502
C 4.463 -0.398 -1.595
C 5.344 0.680 -1.754
C 5.936 0.949 -2.981
C 5.637 0.176 -4.097
C 4.727 -0.864 -3.969
C 4.152 -1.147 -2.735
H -0.135 -1.892 -0.269
H 1.056 -0.856 0.272
H 0.183 -4.140 -0.738
H 1.746 -6.047 -0.889
H 4.189 -5.674 -0.602
H 5.027 -3.390 -0.183
H 6.623 -1.005 -0.244
H 8.359 -1.510 1.388
H 7.773 -1.894 3.770
H 5.393 -1.755 4.467
H 3.648 -1.214 2.823
H 5.546 1.310 -0.893
H 6.638 1.773 -3.069
H 6.108 0.381 -5.051
H 4.474 -1.472 -4.832
H 3.463 -1.978 -2.656
O 3.880 1.733 0.849
S 3.102 1.747 2.143
O 3.986 1.808 3.293
O 2.174 2.897 2.073
O 2.255 0.506 2.154
C -4.661 3.797 2.132
N -3.421 3.881 1.374
C -2.509 2.926 1.143
N -1.530 3.399 0.403
C -1.892 4.698 0.223
N -3.035 5.036 0.786
C -5.628 2.803 1.533
C -6.560 3.199 0.581
C -7.446 2.276 0.043
C -7.411 0.951 0.446
C -6.469 0.546 1.384
C -5.582 1.472 1.920
C -6.416 -0.849 1.821
N -7.248 -1.806 1.609
N -6.732 -2.926 2.251
C -5.626 -2.556 2.795
O -5.366 -1.251 2.567
C -4.644 -3.339 3.544
C -4.878 -4.677 3.846
C -3.902 -5.401 4.507
C -2.689 -4.812 4.846
C -2.450 -3.479 4.545
C -1.123 -2.819 4.863
N -0.829 -1.763 3.916
C -0.679 -1.863 2.587
N -0.637 -0.671 2.045
C -0.742 0.156 3.122
N -0.892 -0.459 4.276
C -3.443 -2.745 3.911
H -5.078 4.799 2.128
H -4.431 3.522 3.162
H -2.609 1.906 1.488
H -1.306 5.396 -0.355
H -6.593 4.235 0.260
H -8.174 2.595 -0.693
H -8.104 0.222 0.046
H -4.856 1.146 2.658
H -5.814 -5.133 3.547
H -4.074 -6.444 4.743
H -1.920 -5.401 5.335
H -0.319 -3.553 4.859
H -1.146 -2.345 5.841
H -0.613 -2.811 2.069
H -0.689 1.232 3.045
H -3.270 -1.704 3.666
Br 6.733 5.026 -0.243
C 4.965 4.521 -0.704
C 3.922 4.793 0.148
C 2.653 4.406 -0.259
N 2.407 3.746 -1.390
C 3.451 3.458 -2.171
C 4.746 3.853 -1.896
H 4.071 5.254 1.112
H 1.802 4.627 0.371
H 3.249 2.865 -3.060
H 5.557 3.626 -2.573
*
```

**ΔE to the lowest compared entry with this formula, charge and spin**: 0.3 kJ/mol
**Highest occupied orbital energy**: -4.370 eV
**Total energy**: -7828.93054 Eh
**HOMO-LUMO gap**: 5.65 eV
**E_LUMO**: 1.276 eV

(3)
The following is a DFT calculation (ωB97M-V/def2-TZVPD) of 9 unconnected molecules or ions with the total composition C51H52Cl2FNO2S.

```
! RIJCOSX wB97M-V def2-TZVPD def2/J DEFGRID3
* xyz 0 1
C 2.940 3.899 -7.749
C 1.632 3.354 -7.252
Cl 0.239 4.029 -7.986
C 1.535 2.448 -6.276
Cl -0.001 1.927 -5.678
N 2.635 1.878 -5.580
S 3.269 0.483 -6.177
O 2.201 -0.404 -6.454
O 4.369 0.125 -5.360
F 3.860 0.898 -7.556
H 3.459 3.165 -8.350
H 3.558 4.188 -6.906
H 2.773 4.754 -8.385
H 3.349 2.553 -5.325
C 1.304 6.166 -4.664
C 1.562 7.448 -4.201
C 2.034 7.638 -2.909
C 2.254 6.545 -2.082
C 1.999 5.262 -2.545
C 1.521 5.074 -3.835
H 0.930 6.017 -5.670
H 1.394 8.301 -4.847
H 2.229 8.638 -2.545
H 2.624 6.693 -1.076
H 2.170 4.408 -1.902
H 1.318 4.077 -4.199
C 0.283 -1.792 -1.129
C -0.859 -1.119 -0.722
C -1.354 -0.070 -1.483
C -0.710 0.302 -2.656
C 0.432 -0.374 -3.065
C 0.930 -1.419 -2.299
H 0.670 -2.608 -0.531
H -1.365 -1.410 0.190
H -2.243 0.459 -1.162
H -1.100 1.118 -3.248
H 0.934 -0.089 -3.979
H 1.823 -1.943 -2.616
C -0.560 10.378 -2.490
C 0.374 11.181 -3.130
C 0.324 12.560 -2.982
C -0.657 13.136 -2.187
C -1.589 12.334 -1.544
C -1.543 10.955 -1.698
H -0.522 9.302 -2.608
H 1.142 10.731 -3.747
H 1.049 13.186 -3.485
H -0.694 14.211 -2.068
H -2.353 12.783 -0.924
H -2.273 10.330 -1.200
C 2.978 -4.782 0.611
C 3.237 -3.507 1.089
C 3.717 -3.330 2.379
C 3.946 -4.434 3.188
C 3.690 -5.712 2.709
C 3.201 -5.887 1.422
H 2.599 -4.917 -0.394
H 3.063 -2.647 0.454
H 3.912 -2.332 2.753
H 4.326 -4.301 4.194
H 3.870 -6.573 3.340
H 2.993 -6.882 1.050
C -4.868 -2.469 3.003
C -4.571 -2.536 4.357
C -3.313 -2.948 4.773
C -2.348 -3.286 3.834
C -2.645 -3.216 2.480
C -3.905 -2.811 2.064
H -5.851 -2.150 2.680
H -5.323 -2.268 5.088
H -3.084 -3.005 5.829
H -1.365 -3.604 4.157
H -1.892 -3.480 1.748
H -4.136 -2.761 1.007
C -0.679 -8.994 -0.952
C -0.833 -8.524 -2.249
C -0.597 -7.188 -2.537
C -0.200 -6.321 -1.529
C -0.043 -6.791 -0.232
C -0.285 -8.127 0.057
H -0.866 -10.036 -0.728
H -1.139 -9.201 -3.036
H -0.722 -6.821 -3.547
H -0.013 -5.278 -1.754
H 0.269 -6.115 0.554
H -0.167 -8.491 1.070
C 6.939 -0.875 5.962
C 5.985 -1.731 5.431
C 4.635 -1.476 5.631
C 4.239 -0.361 6.355
C 5.193 0.497 6.884
C 6.542 0.239 6.690
H 7.991 -1.075 5.809
H 6.294 -2.598 4.861
H 3.891 -2.147 5.221
H 3.186 -0.160 6.506
H 4.884 1.368 7.447
H 7.286 0.906 7.106
C -10.308 -4.156 5.172
C -9.725 -4.266 6.427
C -8.361 -4.493 6.541
C -7.579 -4.605 5.401
C -8.160 -4.493 4.146
C -9.526 -4.271 4.031
H -11.372 -3.981 5.083
H -10.335 -4.174 7.316
H -7.907 -4.583 7.520
H -6.514 -4.778 5.488
H -7.548 -4.578 3.257
H -9.980 -4.188 3.053
*
```

**SMILES**: C/C(Cl)=C(/Cl)NS(=O)(=O)F.c1ccccc1.c1ccccc1.c1ccccc1.c1ccccc1.c1ccccc1.c1ccccc1.c1ccccc1.c1ccccc1
**Highest occupied orbital energy**: -9.281 eV
**Total energy**: -3598.20930 Eh
**HOMO-LUMO gap**: 9.62 eV
**E_LUMO**: 0.340 eV

(4)
The following is a DFT calculation (ωB97M-V/def2-TZVPD) of 10 unconnected molecules or ions with the total composition C51H52O23S3.

```
! RIJCOSX wB97M-V def2-TZVPD def2/J DEFGRID3
* xyz 0 1
O -12.090 0.929 -0.742
S -11.572 1.225 -2.102
O -11.630 0.298 -3.257
O -12.191 2.735 -2.460
C -12.410 2.941 -3.806
C -12.678 4.409 -4.136
C -9.788 1.663 -1.811
H -13.374 2.468 -3.994
H -11.508 2.592 -4.308
H -11.871 5.068 -3.815
H -13.456 4.748 -3.452
H -13.124 4.505 -5.126
H -9.340 1.496 -2.791
H -9.389 0.909 -1.133
H -9.473 2.610 -1.375
O 2.764 0.012 0.305
S 2.099 -1.246 -0.118
O 1.196 -2.081 0.735
O 1.093 -0.847 -1.433
C 0.436 0.415 -1.387
C -0.496 0.581 -2.704
C 3.449 -2.272 -0.901
H 1.154 1.235 -1.353
H -0.172 0.372 -0.484
H -0.014 0.270 -3.631
H -0.665 1.651 -2.818
H -1.389 0.000 -2.474
H 4.260 -2.365 -0.179
H 3.791 -1.771 -1.807
H 2.911 -3.203 -1.079
O -10.774 -0.214 -9.154
S -10.274 -0.952 -10.277
O -10.531 -0.380 -11.606
O -8.671 -1.177 -10.037
C -8.217 -1.504 -8.743
C -6.921 -0.706 -8.507
C -10.745 -2.628 -10.343
H -8.280 -2.590 -8.675
H -8.911 -1.391 -7.910
H -6.983 0.344 -8.792
H -6.129 -1.252 -9.020
H -6.811 -0.645 -7.424
H -10.285 -3.068 -11.227
H -11.828 -2.718 -10.424
H -10.380 -3.176 -9.475
C 7.548 -4.158 8.685
C 7.823 -4.138 10.050
C 7.003 -3.683 11.127
O 7.307 -3.727 12.297
C 5.602 -3.295 10.567
C 5.295 -3.353 9.261
C 6.192 -3.726 8.242
O 5.991 -3.652 7.060
H 8.324 -4.588 8.069
H 8.807 -4.433 10.383
H 4.915 -2.969 11.334
H 4.277 -3.275 8.908
C 4.707 5.668 -0.413
C 4.113 5.938 -1.643
C 2.897 6.757 -1.618
O 2.356 7.035 -2.696
C 2.405 7.161 -0.361
C 3.111 6.957 0.731
C 4.282 6.224 0.911
O 4.875 6.155 2.049
H 5.500 4.938 -0.494
H 4.352 5.442 -2.572
H 1.495 7.743 -0.357
H 2.733 7.307 1.680
C -4.699 0.975 8.191
C -3.804 0.270 8.941
C -3.130 -0.851 8.223
O -2.455 -1.658 8.843
C -3.331 -0.959 6.778
C -4.254 -0.229 6.101
C -5.009 0.896 6.739
O -5.990 1.410 6.222
H -5.355 1.720 8.617
H -3.522 0.489 9.960
H -2.731 -1.650 6.204
H -4.411 -0.297 5.034
C -0.195 6.134 -12.495
C -1.157 5.695 -11.660
C -0.820 5.145 -10.294
O -1.620 4.892 -9.406
C 0.619 4.785 -10.205
C 1.514 4.965 -11.191
C 1.237 5.769 -12.399
O 2.083 6.154 -13.215
H -0.516 6.641 -13.393
H -2.121 6.106 -11.921
H 0.811 4.212 -9.310
H 2.514 4.561 -11.143
C 6.209 -11.820 2.489
C 5.550 -12.932 2.968
C 4.156 -12.902 3.372
O 3.515 -13.834 3.814
C 3.692 -11.448 3.546
C 4.457 -10.341 3.230
C 5.669 -10.409 2.518
O 6.256 -9.392 2.034
H 7.267 -11.825 2.274
H 5.909 -13.950 2.995
H 2.866 -11.288 4.224
H 4.168 -9.364 3.586
C 11.296 -0.797 1.128
C 11.125 -0.065 -0.039
C 10.888 -0.624 -1.328
O 10.633 0.011 -2.347
C 10.999 -2.152 -1.243
C 11.176 -2.799 -0.097
C 11.329 -2.251 1.211
O 11.455 -2.903 2.169
H 11.327 -0.293 2.083
H 11.074 0.996 0.158
H 10.637 -2.655 -2.128
H 10.878 -3.831 -0.209
C 0.853 5.298 8.876
C 1.427 4.859 10.037
C 2.493 3.832 9.989
O 3.003 3.300 10.962
C 2.799 3.402 8.521
C 2.143 3.916 7.426
C 1.108 4.918 7.488
O 0.304 5.141 6.577
H 0.018 5.983 8.881
H 0.943 5.118 10.967
H 3.520 2.641 8.261
H 2.505 3.673 6.438
*
```

**SMILES**: O=C1C=CC(=O)C=C1.O=C1C=CC(=O)C=C1.O=C1C=CC(=O)C=C1.O=C1C=CC(=O)C=C1.O=C1C=CC(=O)C=C1.O=C1C=CC(=O)C=C1.O=C1C=CC(=O)C=C1.CCOS(C)(=O)=O.CCOS(C)(=O)=O.CCOS(C)(=O)=O
**Highest occupied orbital energy**: -10.273 eV
**Total energy**: -4899.05654 Eh
**HOMO-LUMO gap**: 8.02 eV
**E_LUMO**: -2.251 eV

> Which value of total energy does entry 1 give?

-12094.75325 Eh

> Among the records above, which one has the lowest total energy?

C51H52As2N8PSe2W

> total energy of number 1 (C51H52As2N8PSe2W)?

-12094.75325 Eh

> Among the records above, which one has the lowest total energy?

C51H52As2N8PSe2W